Computed, not measured: a molecular structure, C25H37ClIrN2O5S10Si in a non-equilibrium geometry, with ωB97M-V with the def2-TZVPD basis set.

Kohn-Sham gap (spin up / spin down) = 4.7 / 4.6 eV
E_HOMO (spin up / spin down) = -1.231 / -1.193 eV
Net charge = -2
Multiplicity = 2
Expectation value of S² = 0.771

The geometry in XYZ format:
```
82
Properties=species:S:1:pos:R:3:forces:R:3
Ir 0.74648 0.05011 1.93772 0.11 1.74 1.05
O -4.15522 5.16301 2.08862 -0.43 0.48 0.03
C -3.31092 4.30501 2.11952 0.35 -0.43 0.00
S -1.60552 4.59341 1.80082 0.18 -0.12 -0.04
C -1.03182 2.92491 1.96352 -1.68 -0.49 0.29
C -1.99202 1.99631 2.26822 0.38 1.87 -0.39
S -1.76042 0.33501 2.43072 0.53 -1.35 -0.13
S -3.63882 2.61411 2.48502 0.22 -0.10 -0.10
S 0.63128 2.64491 1.76292 0.95 -1.77 -0.18
O 3.10288 1.96051 9.21482 0.07 -0.08 0.51
C 2.77878 1.85431 8.05922 -0.03 0.27 -0.46
S 3.38178 2.87881 6.76872 -0.13 0.04 -0.13
C 2.51278 2.13681 5.39192 0.74 0.68 -0.21
C 1.69838 1.08301 5.72842 -0.31 -0.65 0.20
S 0.70588 0.10651 4.75832 -0.19 -0.26 -1.21
S 1.63598 0.66271 7.45402 -0.14 -0.12 -0.19
S 2.81198 2.78251 3.87102 0.21 -0.12 0.55
C -1.48972 -2.11189 -2.75818 0.21 0.04 -0.08
C -0.02962 -2.50509 -2.96598 -0.10 -0.61 0.01
C 0.09918 -3.41349 -4.19688 -0.01 0.32 0.27
C 0.50498 -3.22599 -1.72798 -0.10 0.23 -0.12
O 0.76358 -1.36489 -3.24188 0.12 -0.37 -0.47
Si 0.72258 0.11241 -2.57278 0.19 0.15 1.90
S 0.34928 0.00621 -0.49798 -0.24 -0.16 0.32
O 2.04968 0.88751 -3.07728 0.27 0.27 -0.41
C 3.42478 0.72311 -2.79988 0.55 0.18 0.00
C 3.77458 -0.73699 -2.53238 -0.20 0.17 -0.10
C 3.79438 1.57911 -1.58798 -0.20 -0.15 -0.22
C 4.15798 1.22521 -4.05168 -0.25 -0.13 0.30
O -0.51272 0.90661 -3.27738 -0.25 -0.23 -0.33
C -1.09382 2.14751 -2.92328 -0.55 0.57 0.16
C -0.01952 3.16231 -2.53938 -0.08 -0.23 -0.14
C -1.87202 2.62941 -4.15528 0.29 -0.22 0.26
C -2.06372 1.95631 -1.75528 0.23 0.05 -0.11
H -2.12412 -2.99439 -2.75998 -0.12 -0.18 0.00
H -1.79572 -1.43309 -3.55018 -0.14 0.04 -0.12
H -1.58862 -1.60289 -1.80478 -0.07 0.14 0.18
H -0.50072 -4.31019 -4.06188 -0.07 -0.16 -0.01
H 1.13958 -3.69749 -4.33668 0.13 -0.04 -0.03
H -0.24022 -2.88329 -5.08378 -0.06 0.06 -0.14
H -0.02962 -4.16049 -1.57938 -0.09 -0.24 0.00
H 0.36848 -2.61169 -0.84218 0.03 0.01 0.03
H 1.56718 -3.42849 -1.84018 0.16 -0.08 -0.06
H 3.36158 -1.04299 -1.57688 -0.08 -0.11 0.08
H 4.85368 -0.86339 -2.49768 0.18 -0.03 0.02
H 3.35098 -1.36239 -3.31258 0.03 -0.13 -0.16
H 3.21108 1.26181 -0.72958 -0.09 -0.05 0.17
H 3.57558 2.62621 -1.78088 -0.02 0.17 -0.06
H 4.84898 1.46311 -1.35678 0.21 0.01 0.08
H 3.87478 0.61561 -4.90668 0.00 -0.08 -0.13
H 5.23388 1.17091 -3.90908 0.19 0.00 0.00
H 3.87328 2.25591 -4.25178 -0.02 0.12 -0.02
H 0.75078 3.18201 -3.30528 0.11 0.11 -0.14
H 0.44088 2.86371 -1.60248 0.10 0.03 0.22
H -0.45322 4.15211 -2.42228 -0.07 0.14 0.05
H -1.19982 2.75711 -4.99968 0.12 0.04 -0.15
H -2.35932 3.57511 -3.93588 -0.09 0.15 0.01
H -2.62712 1.89301 -4.42108 -0.10 -0.09 -0.04
H -1.52272 1.57811 -0.89288 -0.06 0.05 0.11
H -2.83112 1.23221 -2.01548 -0.19 -0.11 -0.10
H -2.52882 2.90381 -1.49548 -0.14 0.17 0.02
C -3.37942 -2.14749 5.04892 -0.08 -0.01 -0.01
C -2.88742 -2.42149 3.67012 1.59 -0.24 0.33
C -3.67372 -2.60069 2.57422 -0.14 -0.35 -0.73
C -3.06602 -2.79779 1.30992 0.70 0.58 0.55
N -1.73332 -2.77829 1.17542 -2.01 -0.54 -1.15
C -0.98752 -2.58929 2.21922 1.42 0.05 2.24
S 0.71448 -2.47529 2.11722 0.51 0.84 -0.12
N -1.51642 -2.52439 3.51552 -2.06 0.58 -1.58
C -3.86782 -2.88169 0.05152 -0.12 -0.20 0.20
H -4.46502 -2.09119 5.06282 -0.02 0.01 0.00
H -2.97262 -1.20399 5.41102 0.08 0.12 -0.08
H -3.05422 -2.93399 5.73152 0.01 -0.03 -0.01
H -4.74872 -2.53959 2.66052 0.00 0.01 0.04
H -0.91462 -2.11529 4.22142 0.30 -0.17 0.13
H -4.91832 -3.06609 0.26782 -0.06 0.01 -0.01
H -3.48762 -3.66459 -0.60208 0.11 0.00 0.02
H -3.78042 -1.93799 -0.48858 0.10 0.08 0.05
Cl 3.65048 -1.13619 0.96552 0.66 -0.90 -0.65
C 2.86738 0.00271 2.05812 -1.15 0.74 0.07
H 3.28038 0.98421 1.80622 -0.10 -0.23 0.12
H 3.21978 -0.29099 3.05282 -0.31 0.21 -0.10
```
Positions in Å, forces in eV/Å.

Results of the Löwdin charge analysis, in e, for atoms 1 through 8:
1. Ir 0.36
2. O -0.11
3. C -1.08
4. S 0.92
5. C -1.16
6. C -1.18
7. S 0.49
8. S 0.91


Computed, not measured: 4 unconnected molecules or ions with the total composition C25H37F2N4O13S in a non-equilibrium geometry, with ωB97M-V with the def2-TZVPD basis set.

Kohn-Sham gap = 8.5 eV
E_HOMO = -12.623 eV
Energy above the lowest of the compared OMol25 structures with the same formula, charge and spin = 0.0 kcal per mole
Net charge = +1

The geometry in XYZ format:
```
82
Properties=species:S:1:pos:R:3:forces:R:3
C 0.88145 4.44735 1.10341 0.01 0.20 0.36
O 0.98722 4.77755 -0.28595 0.11 -0.33 0.30
C 0.50217 3.94250 -1.19641 0.05 0.27 0.28
O 0.60419 4.18394 -2.35828 -0.09 0.02 -0.77
C -0.12944 2.63570 -0.77461 -0.18 -0.01 0.37
C 0.66595 1.48153 -0.84387 -0.49 -0.35 0.24
C 2.09916 1.57454 -1.30133 -0.07 0.64 0.09
C 3.06319 2.19046 -0.27642 0.13 -0.46 -0.23
C 4.49238 1.98476 -0.72427 -0.22 -0.55 0.00
O 5.28911 2.85378 -0.74110 0.81 1.05 -0.19
O 4.82038 0.73512 -1.13471 0.00 -0.30 0.43
C 0.08085 0.26530 -0.47799 0.54 0.48 -0.27
C 0.89267 -0.99287 -0.51330 -0.20 -0.39 0.30
C 1.43062 -1.45725 0.88309 0.17 -0.15 0.00
N 1.05847 -2.83020 1.16341 -0.01 0.34 -0.45
N 0.94587 -0.54521 1.92290 0.23 -0.22 0.19
N 2.91589 -1.35869 0.80229 0.03 0.37 0.33
N -1.23470 0.23385 -0.10125 0.51 0.05 -0.76
S -1.88358 -1.30073 0.37755 -0.33 -0.57 0.70
C -2.02637 1.34127 -0.07002 0.11 0.38 0.09
C -3.46654 1.15912 0.30198 -0.25 -0.12 -0.39
C -4.28296 0.56906 -0.86955 0.70 -0.09 -0.06
F -5.52515 1.13686 -0.87900 -0.23 -0.01 0.03
C -1.47341 2.59014 -0.40161 0.29 -0.49 0.10
C -2.37953 3.80934 -0.38756 -0.92 -0.60 0.05
C -3.29496 3.83311 -1.61126 0.15 0.06 0.58
F -1.68060 4.98308 -0.26517 0.36 0.12 -0.12
H -0.14759 4.38545 1.43391 -0.23 -0.02 -0.12
H 1.40778 3.53216 1.35894 0.04 -0.14 -0.14
H 1.34731 5.26082 1.64285 0.13 0.16 -0.05
H 2.12974 2.20356 -2.18760 -0.05 0.05 -0.16
H 2.50182 0.62579 -1.60340 -0.08 -0.22 -0.12
H 2.98328 1.70906 0.69896 -0.21 0.00 0.15
H 2.94963 3.26073 -0.18356 -0.13 0.15 0.16
H 4.32971 0.09299 -0.59376 -0.16 -0.20 -0.20
H 0.36875 -1.79505 -1.02317 -0.22 -0.10 0.07
H 1.77171 -0.82049 -1.09906 0.11 0.06 -0.32
H 0.82353 -2.98135 2.13494 -0.05 -0.05 -0.11
H 0.32571 -3.17723 0.56572 -0.17 -0.06 0.13
H 1.59036 0.23545 2.01311 -0.13 0.17 -0.15
H 1.01027 -1.02321 2.81808 -0.18 -0.02 0.04
H 3.24707 -1.18470 1.74658 0.15 -0.02 0.01
H 3.27877 -2.27643 0.56949 -0.04 -0.05 -0.23
H -1.98812 -1.92713 -0.81139 0.06 0.43 -0.18
H -3.94103 2.10372 0.52495 0.09 0.25 0.03
H -3.56785 0.54114 1.18569 0.02 -0.10 0.15
H -3.78176 0.77624 -1.81571 -0.12 0.20 -0.17
H -4.35307 -0.51100 -0.79699 -0.33 -0.13 0.18
H -3.00003 3.72919 0.50071 0.10 0.18 0.29
H -3.28019 2.86589 -2.08379 -0.04 -0.08 -0.43
H -4.31840 4.04237 -1.32235 -0.14 0.17 0.02
H -2.95694 4.59199 -2.30433 0.12 -0.01 -0.21
C 2.94040 -5.54686 4.22061 0.09 -0.04 -0.06
C 2.91490 -4.32322 3.32745 0.23 -0.12 -0.16
O 1.72179 -3.65309 3.76439 0.16 -0.14 0.25
C 1.45491 -4.05519 5.04353 0.06 -0.12 0.22
O 0.63150 -3.56281 5.73815 -0.09 0.08 -0.12
O 2.25124 -5.08726 5.38947 -0.05 0.08 -0.14
H 3.94420 -5.87445 4.47431 -0.03 0.05 0.16
H 2.38848 -6.38684 3.79594 -0.01 0.01 -0.01
H 3.76881 -3.66582 3.49909 -0.01 0.00 0.07
H 2.85216 -4.56063 2.26839 -0.20 0.09 0.03
C -0.80188 -5.90439 2.76113 0.10 -0.02 0.26
C -2.02346 -6.79611 2.86719 0.04 -0.06 0.11
O -2.92236 -6.18121 1.92955 0.11 -0.02 -0.03
C -2.19575 -5.48553 1.03892 0.00 0.10 0.00
O -2.61315 -4.96818 0.05205 -0.08 0.17 -0.05
O -0.89571 -5.41676 1.42029 0.07 -0.01 0.01
H 0.13135 -6.44243 2.90808 0.03 0.00 -0.18
H -0.83379 -5.04838 3.43870 -0.09 -0.05 0.07
H -1.82441 -7.81888 2.54603 0.00 0.02 -0.06
H -2.46125 -6.81384 3.86073 -0.15 0.11 -0.07
C -0.47157 4.88587 -5.50339 0.23 0.05 -0.05
C -0.59667 3.76492 -6.51565 0.11 0.09 -0.11
O -1.52698 2.87945 -5.87358 0.03 0.03 0.02
C -2.25786 3.60183 -4.99988 -0.01 0.08 0.03
O -3.22079 3.20338 -4.42170 0.02 -0.18 -0.20
O -1.74907 4.84193 -4.85086 0.03 -0.03 -0.02
H -0.30852 5.85971 -5.95589 -0.19 0.05 0.04
H 0.30519 4.69948 -4.76135 -0.06 -0.03 0.01
H -1.02676 4.09716 -7.46111 -0.04 0.01 0.02
H 0.34231 3.25483 -6.71040 -0.07 -0.15 0.08
```
Positions in Å, forces in eV/Å.

Results of the Löwdin charge analysis, in e, for atoms 1 through 8:
1. C -0.02
2. O 0.02
3. C -0.48
4. O 0.18
5. C 0.03
6. C -0.05
7. C -0.09
8. C -0.07


Computed, not measured: a molecular structure, C25H37F5N6NdSSeSi in a non-equilibrium geometry, with ωB97M-V with the def2-TZVPD basis set.

Kohn-Sham gap (spin up / spin down) = 8.0 / 8.1 eV
E_HOMO (spin up / spin down) = -10.339 / -10.353 eV
Energy above the lowest of the compared OMol25 structures with the same formula, charge and spin = 13.4 kcal per mole
Net charge = +1
Multiplicity = 4
Expectation value of S² = 3.754

The geometry in XYZ format:
```
77
Properties=species:S:1:pos:R:3:forces:R:3
Nd 0.53843 0.05658 -0.71770 -1.29 1.52 0.25
F 6.05808 3.30176 -2.30098 -1.97 0.25 0.10
C 4.68985 3.32242 -2.11239 1.62 0.53 0.81
C 3.97294 2.16366 -2.38235 1.41 0.59 -0.17
F 4.67584 1.09264 -2.82378 -1.31 0.72 0.16
C 2.62550 2.23748 -2.12966 -1.43 -0.91 -0.34
F 1.89168 1.09168 -2.47491 0.39 0.11 -0.28
C 1.88443 3.24119 -1.48763 1.52 0.26 0.73
S 0.18666 3.05715 -0.99781 0.96 -0.57 -0.17
C 2.74957 4.27452 -1.01933 -0.16 -0.46 0.68
F 2.34889 4.99713 0.05547 0.00 0.25 -1.14
C 4.09848 4.39330 -1.40091 -0.36 -0.89 -0.70
F 4.82745 5.45237 -1.05939 -0.21 -0.47 0.15
C -1.47947 1.28031 -3.94087 0.57 1.12 0.83
N -1.69728 0.50643 -2.72257 -0.38 -1.10 -0.43
C -1.39155 -0.96010 -2.87992 1.32 0.81 0.80
C -2.34556 0.96278 -1.61099 0.40 -0.27 3.18
N -1.89808 0.38072 -0.47658 0.81 -0.54 -1.60
C -2.38393 0.45225 0.82305 -0.41 1.31 1.28
C -3.72797 0.60353 1.19199 -0.05 -0.64 -1.10
C -4.12632 0.87922 2.47923 0.04 0.23 -0.03
C -3.16730 1.37289 3.35642 -0.85 0.51 0.44
C -1.83289 1.21009 3.07592 0.90 -0.64 -0.33
C -1.42307 0.55052 1.87537 0.00 -0.12 0.86
N -0.11018 0.07877 1.61620 1.24 0.52 -0.58
C 0.89189 -0.34749 2.43396 -1.18 0.18 1.50
N 2.14037 0.26145 2.40067 -0.92 0.72 -1.01
C 3.41090 -0.42375 2.13719 -0.34 -0.81 -0.40
C 2.14229 1.70488 2.06233 -0.48 0.58 0.49
N 0.66499 -1.29889 3.38646 0.29 0.31 -1.15
C -0.54011 -2.12514 3.31626 0.87 -0.32 1.64
C 1.64143 -1.65057 4.41830 -0.53 0.02 -0.08
N -3.24686 1.97194 -1.60383 -0.31 -0.42 -0.88
C -4.22883 2.10773 -2.65907 0.85 0.19 -0.74
C -3.29379 3.06631 -0.62844 1.46 -0.47 -1.34
H -0.44907 1.07406 -4.24578 -0.14 0.13 -0.21
H -1.56742 2.39091 -3.79189 0.04 -1.21 0.16
H -2.16013 0.95142 -4.68637 -0.56 -0.16 -0.94
H -1.65520 -1.30793 -3.86211 -0.28 0.06 -0.56
H -1.90843 -1.59672 -2.13945 0.36 0.67 -0.25
H -0.24084 -1.12227 -2.84678 -1.53 -0.09 0.04
H -4.49169 0.52498 0.41016 0.26 -0.29 0.28
H -5.16252 0.72973 2.74144 -0.14 0.60 0.08
H -3.47687 2.00147 4.20662 0.21 -0.83 -0.14
H -1.14632 1.58834 3.84717 0.14 -0.45 -0.67
H 4.13046 0.35701 1.87228 -0.03 -0.42 0.08
H 3.29591 -1.16911 1.30594 0.19 0.75 0.56
H 3.73725 -0.96768 3.01040 0.40 -0.01 0.26
H 1.11263 2.03650 1.92111 0.14 0.02 0.03
H 2.68707 1.98076 1.15553 0.12 -0.43 -0.14
H 2.56276 2.34745 2.86721 -0.07 -0.75 -0.26
H -1.12574 -1.72175 2.55202 -1.16 0.12 -1.06
H -1.07844 -2.08115 4.28478 0.22 0.14 -0.55
H -0.27927 -3.17434 3.14882 0.01 0.12 -0.17
H 2.09048 -0.70980 4.74384 0.00 -0.26 0.40
H 2.43556 -2.28526 4.00622 -0.25 -0.12 0.28
H 1.06371 -2.18115 5.21980 0.86 0.61 -0.58
H -4.42361 1.17774 -3.18785 -0.03 -0.13 0.19
H -3.85494 2.82700 -3.38783 -0.36 0.21 -0.20
H -5.12276 2.48419 -2.19722 -0.56 0.07 -0.04
H -2.50340 2.81676 0.03470 0.50 0.48 1.08
H -4.23129 3.14055 -0.15359 -1.12 -0.18 0.71
H -3.08556 4.01913 -1.13850 0.08 -0.30 0.09
C 1.25338 -4.98866 0.76089 0.62 -0.40 -0.09
Si 0.86672 -4.24965 -0.91711 0.11 1.40 0.20
C -1.03277 -3.98230 -1.12695 0.57 0.42 0.51
C 1.65648 -5.09469 -2.34697 0.24 -0.78 0.14
Se 2.16574 -2.08817 -1.13278 -0.84 -1.72 0.36
H 0.71514 -5.93053 0.93131 -0.22 0.28 -0.06
H 1.04322 -4.28940 1.57711 0.03 -0.16 -0.12
H 2.31924 -5.29368 0.80732 -0.43 0.46 -0.01
H -1.66046 -4.87637 -0.90100 0.57 0.64 -0.12
H -1.20765 -3.65786 -2.15685 -0.11 -0.19 0.07
H -1.32392 -3.13206 -0.45706 0.00 -0.74 -0.39
H 2.68316 -5.39689 -2.09190 -0.22 0.25 -0.09
H 1.68676 -4.41389 -3.18457 0.07 0.15 -0.29
H 1.13614 -6.00249 -2.65179 -0.14 -0.07 -0.02
```
Positions in Å, forces in eV/Å.

Results of the Löwdin charge analysis, in e, for atoms 1 through 8:
1. Nd 1.41
2. F 0.09
3. C -0.08
4. C -0.14
5. F 0.12
6. C -0.22
7. F -0.15
8. C -0.56


Respective energy values: -171343.75360, -75367.35529, -148384.71867 eV.